Entry from the OMol25 dataset: C36H38Br2N3O3RhTe as an isolated structure (ωB97M-V with the def2-TZVPD basis set).

Computed properties:
* relative energy (zero: lowest compared OMol25 entry of this formula, charge and spin): 0.0 kcal per mole
* ⟨S²⟩: 0.7530
* charge: +1
* orbital gap (spin up / spin down): 7.0 / 7.0 eV
* 2S+1: 2

Cartesian coordinates (Å):
H (5.85063, -3.52260, 1.95187)
H (1.59523, 2.32813, -1.92373)
H (0.34867, -4.35426, 2.99262)
H (3.78627, -5.43959, 0.53707)
Br (-5.25889, 0.30408, -4.03890)
H (2.88548, 1.37713, 0.13051)
C (1.28065, -1.82993, -1.42471)
N (0.86425, -1.28261, -0.36726)
H (0.30599, -2.04156, 3.37205)
C (-1.42028, 2.40078, 3.85195)
C (-4.05103, 0.06792, -2.60286)
H (5.13929, -4.43306, 0.03083)
C (-2.88459, 0.86498, -2.50893)
C (-4.31348, -0.88271, -1.65961)
H (1.78005, -8.35357, -1.18028)
C (0.96995, -5.24405, 3.10119)
C (-0.27911, 2.89723, 4.45467)
C (2.55031, -2.89741, 1.67775)
C (1.16362, -5.49610, 0.51435)
C (1.23275, -6.01795, 1.82482)
H (1.38410, -10.16197, 1.73188)
H (0.43632, -5.88658, 3.80115)
C (0.90904, 2.93671, 3.73469)
H (1.20614, -0.59412, 3.84607)
H (3.53823, -4.17663, -0.66021)
C (-0.53213, 2.28635, -2.14424)
H (5.67988, -1.24552, 4.93276)
C (4.75465, -2.23940, 3.26054)
O (1.46050, -3.17324, -1.29477)
H (-3.16008, 2.07457, -4.27402)
H (6.39638, -2.80490, 4.52303)
H (3.08660, -9.72452, 1.76108)
H (-0.30473, 3.24242, 5.47962)
H (-1.07379, 3.35280, -3.94050)
O (-1.50348, -0.47071, 0.62553)
H (2.00615, 3.33976, 0.82513)
H (2.31914, -10.17152, 0.23570)
C (-1.36367, 2.57654, -3.24594)
C (1.56267, -1.24228, -2.76532)
C (3.50468, -1.70032, 3.52716)
H (-5.20010, -1.49648, -1.73551)
C (2.39659, -2.00813, 2.74860)
C (-1.33457, 1.93105, 2.55089)
C (4.87807, -3.09996, 2.17943)
C (4.07300, -4.42687, 0.25255)
H (0.73242, -0.82968, 2.15873)
C (1.08737, -1.34296, 3.06499)
H (0.27158, -6.61021, -2.41547)
H (0.91131, -4.98428, -2.22904)
C (1.56462, -7.35343, 2.01151)
C (1.31732, -6.36239, -0.57830)
H (0.72904, 3.54094, -0.96652)
H (-2.36160, 2.35049, 4.37959)
C (0.75502, 3.02662, -1.92848)
H (3.38375, -1.01786, 4.36128)
C (-2.29223, -0.32654, -0.40763)
H (-2.18178, 1.48644, 2.04622)
C (5.94933, -1.90155, 4.10662)
Br (-3.84505, -2.40452, 0.69968)
H (1.98956, -6.31763, -2.61384)
H (1.06020, -0.28096, -2.85188)
C (1.11192, -6.02676, -2.03366)
C (1.80132, -8.20694, 0.94626)
C (2.12730, 2.53415, 1.55338)
H (1.22620, -1.91092, -3.55534)
H (3.02375, 2.72328, 2.14340)
H (1.90292, -4.93180, 3.57380)
Rh (0.28583, 0.42031, 0.46691)
C (-2.51721, 1.87144, -3.42847)
C (2.16864, -9.64567, 1.17692)
C (3.80164, -3.45751, 1.37231)
O (2.25420, 1.27944, 0.85208)
H (6.71801, -1.40454, 3.51284)
C (0.90799, 2.47899, 2.43288)
H (1.81856, 3.32060, 4.17606)
C (-3.44118, -1.07689, -0.57771)
N (-0.19781, 1.97814, 1.85499)
H (1.62576, -7.73612, 3.02559)
Te (0.79492, -3.35499, 0.59576)
H (0.92603, 3.76475, -2.70877)
C (-2.01020, 0.64898, -1.42214)
C (1.64822, -7.69343, -0.32935)
H (2.63804, -1.10038, -2.88644)
N (-0.85301, 1.35548, -1.27512)

Entry from the OMol25 dataset: C42H58GeN5O2S2Si2TcTe as an isolated structure (ωB97M-V with the def2-TZVPD basis set).

Computed properties:
* ⟨S²⟩: 0.7805
* charge: +1
* orbital gap (spin up / spin down): 5.8 / 5.7 eV
* 2S+1: 2

Cartesian coordinates (Å):
H (-6.17265, -3.08832, -1.09166)
Si (1.05232, -3.00772, 5.09366)
S (-2.10429, 1.06020, -0.46631)
H (0.11723, -1.86550, 7.08830)
C (2.04881, 1.67649, -3.51409)
C (-5.27604, 2.59301, -5.85452)
H (-4.62680, 4.22087, -4.61525)
H (-0.14585, -5.89860, 0.20457)
H (-3.53086, 3.98607, -2.52019)
O (-2.90657, -3.26721, 2.48118)
C (-0.31584, -4.88717, 0.57667)
H (-4.81438, -0.68323, -5.16054)
C (1.81732, -3.24431, -1.27111)
H (-0.58019, -4.84969, 5.15605)
H (1.81793, 3.53695, -1.53273)
H (4.06809, 2.97173, 1.25367)
O (-2.66378, -1.11889, 4.19461)
H (2.75662, -4.19976, 3.70378)
H (-0.78382, -3.84894, -3.38338)
S (0.95059, 0.62624, -0.87483)
H (2.14219, 1.32737, -4.54565)
N (-0.71496, 1.11645, 2.28064)
C (-4.10012, 2.32580, -3.76673)
H (-4.99209, -3.12528, 1.11900)
H (-1.16022, 3.35555, 5.37867)
C (-1.33098, 1.74543, -1.81821)
H (2.60580, 2.12494, 0.74420)
C (-2.06328, -0.67757, 3.23883)
H (-2.19570, 1.05743, 5.27390)
C (2.83085, 2.95827, -3.33537)
C (-1.61000, 1.46709, 4.46343)
C (-1.03654, 2.72622, 4.50797)
H (-5.80477, 0.78738, -6.87921)
H (-2.44429, -1.88459, -2.83854)
C (-0.31573, 3.17330, 3.41042)
H (6.34095, 1.45702, 2.67803)
H (6.29462, 0.11588, 1.53683)
H (2.20327, 1.48003, 3.84838)
H (3.12623, 5.60350, -1.23800)
N (-1.96149, 2.62234, -2.62465)
H (3.57746, -1.11047, 0.69453)
Ge (-0.06471, -3.65130, -0.91317)
Te (1.36143, -1.69386, 1.98419)
H (-1.32407, -4.84850, 0.98985)
N (0.63445, 1.84155, -3.22518)
C (-0.99388, -1.89182, -0.74899)
H (3.52710, 0.71568, 4.73833)
H (3.72269, 2.33807, 4.09560)
H (-0.79062, -1.46353, -1.73975)
C (-3.15360, -2.46887, 0.30593)
H (-1.87982, -4.78695, -2.35155)
H (-4.85449, -2.41200, -3.12029)
H (0.34799, 2.64972, 1.42409)
C (3.82296, 3.29981, -4.24520)
C (-3.39414, 2.90318, -2.56485)
N (-1.91845, -1.22347, 1.98447)
C (-1.42907, 0.69334, 3.32997)
C (-5.32745, 1.21817, -6.00938)
H (-1.88864, 3.75875, -4.35636)
C (5.85309, 0.50600, 2.45591)
N (-2.45622, -2.14979, -0.79969)
H (1.92716, -2.22974, -1.65798)
C (-4.66111, 3.14408, -4.73651)
H (-0.69493, 4.21896, -3.12760)
H (0.39303, -4.69380, 1.37893)
C (-0.17515, 2.46744, -4.25713)
H (-3.78836, 2.48487, -1.64233)
C (0.06247, 1.44392, -2.06496)
C (-4.16090, 0.94283, -3.92592)
H (4.14678, 1.73809, -0.00342)
H (5.33454, 4.71600, -4.79202)
C (-4.40449, -2.44754, -2.13894)
C (0.98934, -2.49175, 6.89208)
H (6.09696, -0.18748, 3.26208)
H (2.42755, -3.34241, -0.37387)
C (-0.50245, -3.90964, 4.60487)
H (-0.27986, -5.40694, -2.73577)
H (0.13773, 4.15426, 3.39442)
H (3.47368, -3.57086, 5.19274)
H (-0.53356, -4.15334, 3.54281)
H (0.48552, 3.04841, -4.90031)
C (2.58272, -4.04031, 4.77075)
H (4.01621, 2.65651, -5.09597)
C (-0.83929, -4.49892, -2.50872)
Tc (-0.52437, -0.28039, 0.64209)
H (2.10102, -0.86796, 4.37279)
C (3.36228, -0.97871, 1.76021)
H (0.35859, -0.74130, 4.29118)
C (3.28716, 1.35705, 3.88918)
H (2.20348, -3.93747, -2.01883)
C (-0.18382, 2.34216, 2.31302)
C (1.19667, -1.40640, 4.09120)
C (3.32306, 4.95798, -2.08418)
C (2.58526, 3.79721, -2.25257)
H (1.88060, -1.93536, 7.18702)
H (0.91627, -3.36675, 7.54079)
H (2.44657, 0.89054, -2.87288)
C (4.31678, 5.29101, -2.99445)
H (-0.67639, 1.70645, -4.86620)
C (3.66889, 2.00382, 0.94164)
C (-2.59205, -2.38513, 1.71684)
H (3.95138, -1.74076, 2.27657)
H (2.48272, -5.02526, 5.23032)
H (-3.73172, 0.30398, -3.16227)
H (-1.39254, -3.31470, 4.81697)
H (4.89216, 6.19749, -2.86312)
C (-1.19606, 3.37272, -3.60990)
H (-5.71326, 3.24001, -6.60303)
C (-3.07437, -2.13766, -1.99964)
Si (4.00336, 0.73156, 2.27305)
C (4.56596, 4.45961, -4.07527)
C (-5.12804, -2.82080, -1.01472)
C (-4.76885, 0.39223, -5.04065)
C (-4.48798, -2.84029, 0.20737)